Record 1
# C6H7NOS

An isolated molecule of C6H7NOS in a non-equilibrium geometry (ωB97M-V/def2-TZVPD, the OMol25 dataset).

Calculated values
ΔE to the lowest compared entry with this formula, charge and spin = 1.9805 eV
E_HOMO = -7.984 eV
Energy = -760.907257 hartree
SMILES = Nc1cscc1[C@@H]1CO1

The geometry in ORCA input format:
```
! RIJCOSX wB97M-V def2-TZVPD def2/J DEFGRID3
* xyz 0 1
N 0.348 -1.667 0.388
C 1.289 -0.652 0.284
C 2.664 -0.633 0.112
S 3.118 1.002 -0.146
C 1.601 1.679 0.207
C 0.696 0.687 0.400
C -0.932 0.837 0.600
C -1.743 1.282 -0.544
O -1.258 2.180 0.420
H 0.862 -2.525 0.552
H -0.425 -1.773 -0.198
H 3.351 -1.382 0.171
H 1.278 2.668 0.172
H -1.133 0.140 1.443
H -1.182 1.552 -1.551
H -2.740 1.034 -0.480
*
```

---

Record 2
# C6H7NOS

An isolated molecule of C6H7NOS in a non-equilibrium geometry (ωB97M-V/def2-TZVPD, the OMol25 dataset).

Calculated values
<S²> = 2.03
ΔE to the lowest compared entry with this formula, charge and spin = 1.2667 eV
E_HOMO (spin up / spin down) = -5.873 / -9.310 eV
Energy = -760.774189 hartree

The geometry in ORCA input format:
```
! RIJCOSX wB97M-V def2-TZVPD def2/J DEFGRID3
* xyz 0 3
C -1.456 1.148 0.546
C -1.801 -0.264 0.897
C -0.457 1.475 -0.233
C -1.000 -1.189 0.373
C 0.485 0.514 -0.764
C 0.297 -0.851 -0.340
N 1.226 -1.739 -0.433
O 2.486 0.014 1.080
S 2.407 0.822 -0.117
H -2.215 2.014 0.759
H -2.685 -0.287 1.413
H -0.133 2.487 -0.412
H -1.141 -2.181 0.660
H 0.462 0.625 -1.842
H 0.870 -2.632 -0.283
H 2.656 0.045 -1.306
*
```

---

Record 3
# C6H7NS

An isolated molecule of C6H7NS in a non-equilibrium geometry (ωB97M-V/def2-TZVPD, the OMol25 dataset).

Calculated values
ΔE to the lowest compared entry with this formula, charge and spin = 3.1587 eV
E_HOMO = -9.023 eV
Energy = -685.653802 hartree
SMILES = C#C[C@@]1(C)CSC=N1

The geometry in ORCA input format:
```
! RIJCOSX wB97M-V def2-TZVPD def2/J DEFGRID3
* xyz 0 1
C 2.044 1.379 0.894
C 1.233 0.572 0.520
C 0.120 -0.226 -0.127
C 0.732 -1.561 -0.458
C -1.027 -0.273 0.854
S -2.182 1.056 0.362
C -1.376 1.300 -1.176
N -0.328 0.651 -1.458
H 2.557 2.084 1.486
H 0.169 -1.769 -1.422
H 0.528 -2.420 0.293
H 1.877 -1.498 -0.631
H -1.691 -1.170 0.773
H -0.841 -0.183 1.923
H -1.815 2.057 -1.832
*
```

---

Record 4
# C6H7NS

An isolated molecule of C6H7NS in a non-equilibrium geometry (ωB97M-V/def2-TZVPD, the OMol25 dataset).

Calculated values
ΔE to the lowest compared entry with this formula, charge and spin = 3.3713 eV
E_HOMO = -8.684 eV
Energy = -685.645989 hartree
SMILES = C#CC[C@H]1CN1C=S

The geometry in ORCA input format:
```
! RIJCOSX wB97M-V def2-TZVPD def2/J DEFGRID3
* xyz 0 1
C 2.642 -0.482 -1.200
C 1.841 -0.773 -0.349
C 0.858 -1.098 0.666
C -0.302 -0.097 0.772
C -0.171 1.333 0.337
N -0.914 0.371 -0.434
C -2.248 0.342 -0.723
S -3.255 -0.881 -0.354
H 3.372 -0.255 -1.938
H 0.416 -2.056 0.453
H 1.302 -1.190 1.698
H -0.986 -0.309 1.608
H -0.790 2.124 0.841
H 0.777 1.690 -0.125
H -2.543 1.283 -1.253
*
```

---

Record 5
# C6H7NS2

An isolated molecule of C6H7NS2 in a non-equilibrium geometry (ωB97M-V/def2-TZVPD, the OMol25 dataset).

Calculated values
<S²> = 2.02
ΔE to the lowest compared entry with this formula, charge and spin = 0.0000 eV
E_HOMO (spin up / spin down) = -6.388 / -8.375 eV
Energy = -1083.845946 hartree

The geometry in ORCA input format:
```
! RIJCOSX wB97M-V def2-TZVPD def2/J DEFGRID3
* xyz 0 3
C -1.240 -1.467 0.029
C -0.941 -0.143 0.336
C -0.092 -2.249 0.177
C 0.922 -1.409 0.565
C -1.920 0.934 0.299
C 1.638 1.758 -0.749
N 0.451 -0.148 0.672
S -3.443 0.748 -0.244
S 1.391 1.228 0.976
H 0.000 -3.303 0.013
H 1.954 -1.616 0.773
H -1.595 1.907 0.653
H 1.738 0.869 -1.366
H 2.552 2.344 -0.787
H 0.794 2.357 -1.079
H -2.212 -1.810 -0.268
*
```

---

Record 6
# C6H7NaO6

A structure of composition C6H7NaO6 in a non-equilibrium geometry (ωB97M-V/def2-TZVPD, the OMol25 dataset).

Calculated values
<S²> = 0.75
ΔE to the lowest compared entry with this formula, charge and spin = 0.0000 eV
E_HOMO (spin up / spin down) = -3.361 / -4.792 eV
Energy = -846.640410 hartree

The geometry in ORCA input format:
```
! RIJCOSX wB97M-V def2-TZVPD def2/J DEFGRID3
* xyz -1 2
O -0.298 0.541 1.375
O -2.410 -0.309 1.083
C -3.331 -0.360 0.018
C -2.608 0.328 -1.166
O -1.376 0.737 -0.629
C -1.068 -0.094 0.559
H -3.602 -1.400 -0.230
H -4.246 0.171 0.315
H -3.151 1.208 -1.536
H -2.465 -0.371 -2.007
Na 0.726 1.810 -0.202
O 1.488 -0.354 -0.903
O 2.927 -1.302 0.567
C 0.587 -1.377 -0.927
C -0.524 -1.466 0.058
O 2.931 0.923 0.162
C 2.549 -0.257 0.037
H 0.694 -2.080 -1.756
H -1.326 -2.065 -0.403
H -0.224 -2.018 0.968
*
```

---

Record 7
# C6H7O

The ion C6H7O with charge +1 in a non-equilibrium geometry (ωB97M-V/def2-TZVPD, the OMol25 dataset).

Calculated values
ΔE to the lowest compared entry with this formula, charge and spin = 1.4623 eV
E_HOMO (spin up / spin down) = -14.930 / -14.908 eV
Energy = -307.692214 hartree

The geometry in ORCA input format:
```
! RIJCOSX wB97M-V def2-TZVPD def2/J DEFGRID3
* xyz 1 1
C 0.367 -1.527 0.850
C -0.024 -1.199 2.154
C 0.091 -0.417 0.016
C -0.492 0.525 0.966
C -0.866 2.007 0.735
C 0.522 -0.287 -1.370
O -0.620 0.014 2.167
H 1.018 -2.290 0.626
H -0.244 -1.780 3.138
H -1.156 2.528 1.561
H -0.838 2.469 -0.187
H 1.150 0.569 -1.391
H -0.328 -0.085 -1.888
H 1.062 -1.189 -1.565
*
```

---

Record 8
# C6H7O

The ion C6H7O with charge +1 in a non-equilibrium geometry (ωB97M-V/def2-TZVPD, the OMol25 dataset).

Calculated values
ΔE to the lowest compared entry with this formula, charge and spin = 6.3979 eV
E_HOMO (spin up / spin down) = -12.836 / -12.334 eV
Energy = -307.510833 hartree

The geometry in ORCA input format:
```
! RIJCOSX wB97M-V def2-TZVPD def2/J DEFGRID3
* xyz 1 1
C 0.636 0.722 1.274
C 1.924 0.591 0.556
C -0.587 0.659 0.811
C 1.057 -0.681 -1.136
C 0.248 -1.405 -1.827
C -1.934 0.629 0.416
O 1.948 -0.298 -0.419
H 0.989 0.933 2.222
H 2.833 0.702 1.131
H -0.420 -1.263 -2.664
H 0.239 -2.351 -1.276
H -2.307 -0.418 0.571
H -2.161 0.893 -0.687
H -2.467 1.287 1.027
*
```

---

Record 9
# C6H7O4

A cluster of 2 separate species, C6H7O4 in total in a non-equilibrium geometry (ωB97M-V/def2-TZVPD, the OMol25 dataset).

Calculated values
ΔE to the lowest compared entry with this formula, charge and spin = 2.7957 eV
E_HOMO = -3.112 eV
Energy = -533.714172 hartree

The geometry in ORCA input format:
```
! RIJCOSX wB97M-V def2-TZVPD def2/J DEFGRID3
* xyz -1 1
C 3.043 -0.491 -1.169
C 1.854 -0.697 -1.113
C -1.891 -0.140 -0.073
C -0.175 1.036 1.431
C 0.525 -1.063 -0.722
C -0.585 0.675 0.132
O -2.650 0.215 -0.985
O -1.982 -1.147 0.653
O 0.414 -1.963 0.240
O -0.544 1.696 -0.721
H 4.140 -0.176 -1.243
H 0.800 0.622 1.879
H -0.759 0.563 2.223
H -0.195 2.090 1.664
H -0.300 -1.069 -1.409
H -0.505 -1.824 0.680
H -1.190 1.672 -1.467
*
```

---

Record 10
# C6H7O4

An isolated molecule of C6H7O4 in a non-equilibrium geometry (ωB97M-V/def2-TZVPD, the OMol25 dataset).

Calculated values
<S²> = 0.75
ΔE to the lowest compared entry with this formula, charge and spin = 1.3142 eV
E_HOMO (spin up / spin down) = -7.952 / -7.933 eV
Energy = -533.575057 hartree

The geometry in ORCA input format:
```
! RIJCOSX wB97M-V def2-TZVPD def2/J DEFGRID3
* xyz 0 2
C -0.164 -1.771 -0.564
C 1.053 -1.244 -0.236
C 1.195 0.010 0.543
C -0.108 0.818 0.665
C -1.338 0.246 0.076
C -1.369 -1.077 -0.334
O -2.456 0.994 0.095
O -0.040 2.056 -0.085
O -0.436 1.695 -1.355
O 2.186 0.884 0.002
H -0.210 -2.747 -1.050
H 1.987 -1.721 -0.551
H 1.411 -0.197 1.600
H -0.256 1.134 1.704
H -2.345 -1.501 -0.568
H -2.179 1.921 -0.105
H 3.068 0.499 0.163
*
```

---

Record 11
# C6H7O6Sr

A structure of composition C6H7O6Sr in a non-equilibrium geometry (ωB97M-V/def2-TZVPD, the OMol25 dataset).

Calculated values
<S²> = 0.75
ΔE to the lowest compared entry with this formula, charge and spin = 0.5420 eV
E_HOMO (spin up / spin down) = -7.335 / -9.513 eV
Energy = -714.938707 hartree

The geometry in ORCA input format:
```
! RIJCOSX wB97M-V def2-TZVPD def2/J DEFGRID3
* xyz 0 2
O -0.817 -1.230 0.331
O -0.026 0.041 2.084
C 1.238 -0.539 2.352
C 2.065 -0.078 1.159
O 1.108 -0.051 0.103
C -0.290 -0.080 0.718
H 1.604 -0.157 3.311
H 1.163 -1.637 2.398
H 2.882 -0.762 0.905
H 2.463 0.935 1.314
Sr 0.394 -1.635 -1.412
O -0.493 -1.554 -3.068
O -0.764 0.330 -2.043
C -1.455 1.132 -1.187
C -1.038 1.178 0.239
O -2.083 -0.122 -3.826
C -1.177 -0.486 -3.116
H -2.441 1.379 -1.579
H -0.399 2.052 0.452
H -1.936 1.284 0.864
*
```

---

Record 12
# C6H8

An isolated molecule of C6H8 (ωB97M-V/def2-TZVPD, the OMol25 dataset).

Calculated values
ΔE to the lowest compared entry with this formula, charge and spin = 3.4412 eV
E_HOMO (spin up / spin down) = -8.145 / -8.144 eV
Energy = -233.260543 hartree

The geometry in ORCA input format:
```
! RIJCOSX wB97M-V def2-TZVPD def2/J DEFGRID3
* xyz 0 1
C 1.282 -0.647 -0.309
C -0.272 -0.739 -0.230
C -0.491 -0.236 1.221
C -0.028 1.198 1.067
C -0.579 1.539 -0.245
C -0.819 0.432 -0.983
H 1.667 -0.501 -1.321
H 1.772 -1.494 0.176
H -0.670 -1.721 -0.522
H 0.037 -0.844 1.964
H -1.553 -0.182 1.494
H 1.566 0.252 0.272
H -0.656 2.562 -0.603
H -1.255 0.380 -1.982
*
```

---

Q: Which value of energy does entry 8 give?
A: -307.510833 hartree